4
Properties=species:S:1:pos:R:3:forces:R:3 method="wB97M-V/def2-TZVPD" charge=0 largest_force_ha_per_bohr=0.0849 relative_energy_kj_mol=264.6 homo_lumo_gap_ev="8.88 / 8.80" homo_ev="-10.07 / -10.01"
N 0.0544 -0.2554 0.4739 2.5 3.6 -0.4
F 0.0594 -1.3306 -0.3144 0.1 -0.7 -0.9
Br -1.4447 0.8578 -0.0839 0.4 -0.4 0.1
H 1.3309 0.7281 -0.0756 -3.0 -2.4 1.2

24
Properties=species:S:1:pos:R:3:forces:R:3 method="wB97M-V/def2-TZVPD" charge=+1 largest_force_ha_per_bohr=0.1122 relative_energy_kj_mol=345.9 homo_lumo_gap_ev=8.97 homo_ev=-12.51
C 0.8031 0.3174 1.9632 -0.5 -3.7 -1.6
C -1.4394 1.1373 1.0410 0.0 -1.0 0.3
C 1.6764 -1.3657 -0.9499 -4.2 3.0 -0.1
C -1.8573 -1.3182 -1.3386 1.5 -0.6 3.2
C -0.2741 0.0654 0.8668 -1.9 0.9 1.3
C 0.3042 0.1817 -0.4481 2.6 -2.9 -4.3
N 1.1555 1.4201 -0.7967 2.2 -2.8 -1.7
S -0.8581 0.0998 -1.8239 0.3 -0.3 -0.2
H 0.5592 1.1592 2.4612 -0.8 2.7 2.0
H 0.8652 -0.5561 2.6532 0.3 0.8 -0.5
H 1.7230 0.5190 1.4407 0.8 -0.4 0.3
H -0.9790 2.1191 1.1615 -0.5 0.1 0.1
H -2.2941 1.1378 0.3318 1.1 0.0 -0.1
H -1.9315 0.7937 1.9487 0.2 0.6 0.5
H 2.6519 -1.0743 -1.1066 2.1 1.0 0.0
H 1.2068 -1.7474 -1.8241 -0.3 0.0 -0.8
H 1.5028 -2.0042 -0.1796 0.0 -1.8 2.4
H -2.5815 -0.9651 -0.6093 -0.5 -0.1 -0.4
H -1.3370 -2.1920 -0.7783 -0.2 1.6 -1.2
H -2.2423 -1.7439 -2.1961 -1.2 -0.6 -1.8
H -0.8648 -0.8899 0.8926 1.3 0.5 0.2
H 1.4292 1.9053 0.0233 0.5 0.8 1.0
H 2.0702 0.9527 -1.2717 -2.7 1.9 1.3
H 0.7116 2.0483 -1.4610 -0.2 0.2 -0.1

14
Properties=species:S:1:pos:R:3:forces:R:3 method="wB97M-V/def2-TZVPD" charge=0 largest_force_ha_per_bohr=0.1074 relative_energy_kj_mol=95.2 homo_lumo_gap_ev=9.36 homo_ev=-9.36 smiles="CC(C)(S)C(=O)I"
C -1.2485 -0.1161 0.4885 -1.7 -4.2 -0.6
C 0.1099 0.0475 0.0437 0.1 4.6 -3.1
C 1.1480 -0.8783 0.4117 2.4 -0.2 1.3
S 0.5397 1.9376 0.5762 -0.4 -1.6 0.3
C 0.2362 0.2902 -1.7418 -0.5 0.6 3.1
O 1.2499 0.6504 -2.2084 -0.1 -0.5 -0.3
I -1.6449 0.2840 -2.8054 0.1 -0.1 -0.2
H -1.3166 -0.1222 1.5520 -0.1 0.5 0.9
H -1.9684 0.5248 0.0084 -0.2 0.2 0.1
H -1.5192 -1.2577 0.2701 0.1 2.2 0.1
H 0.7125 -1.8106 0.8457 0.7 0.4 -0.7
H 1.7885 -0.9294 -0.4910 0.0 -1.0 0.8
H 1.8169 -0.3604 1.1743 -0.8 -1.1 -0.7
H 0.0961 1.7401 1.8759 0.3 0.1 -1.0

15
Properties=species:S:1:pos:R:3:forces:R:3 method="wB97M-V/def2-TZVPD" charge=0 largest_force_ha_per_bohr=0.1006 relative_energy_kj_mol=145.0 homo_lumo_gap_ev="8.88 / 8.88" homo_ev="-9.05 / -9.05"
C 1.4297 -0.0305 0.7861 1.6 -0.5 3.8
C 1.9961 0.7285 -0.3132 0.6 -0.4 -0.7
N -1.9671 -0.5760 1.0451 -4.4 0.3 2.6
N -1.3733 -0.3878 -1.3569 0.6 -2.4 -1.0
O 0.3521 -0.7814 0.5837 0.2 0.0 -0.7
O -0.5757 1.5704 0.2098 -0.2 2.1 0.2
F 1.7006 -0.0373 -1.4329 1.0 -0.9 -1.3
P -0.8561 0.1722 0.1128 -3.0 -4.1 -0.7
S 2.0987 -0.0221 2.2752 0.0 0.1 -0.6
H 3.0608 0.8685 -0.0445 -0.4 0.0 -1.0
H 1.4243 1.5743 -0.5874 0.1 1.7 0.8
H -2.9228 -0.1031 1.2833 2.7 -0.7 -0.8
H -2.2074 -1.5937 1.0691 1.2 1.4 -0.3
H -0.9037 0.0857 -2.0918 0.4 0.4 -1.0
H -1.2561 -1.4677 -1.5384 -0.4 2.9 0.7

77
Properties=species:S:1:pos:R:3:forces:R:3 method="wB97M-V/def2-TZVPD" charge=-1 s2=0.76 largest_force_ha_per_bohr=0.0136 multiplicity=2 relative_energy_kj_mol=0.0 homo_lumo_gap_ev="5.76 / 5.63" homo_ev="-3.54 / -3.41"
Ru 0.1728 1.0770 0.3051 -0.1 -0.2 -0.2
N 0.7159 -0.9015 0.8459 -0.1 0.2 0.1
N -0.3437 -1.7728 0.4770 0.0 0.1 0.0
C -1.6286 -1.2004 0.3048 0.5 0.3 -0.4
O -2.5933 -1.9507 0.3477 -0.1 -0.2 -0.6
O -1.6522 0.0732 0.0914 0.0 -0.4 -0.2
H 1.5838 -1.2329 0.4437 -0.1 0.0 -0.1
H 0.8382 -0.8178 1.8570 0.0 0.0 0.0
H -0.3676 -2.6498 0.9756 -0.1 0.0 0.0
Cl 2.1272 6.9431 5.6429 0.0 0.0 0.0
C 0.6930 6.1772 5.0272 0.0 0.0 0.0
C 0.7682 5.3568 3.9181 0.0 0.0 0.0
C -0.3897 4.7674 3.4425 0.0 0.0 0.0
C -1.6315 4.9582 4.0561 0.0 0.0 0.0
C -2.8927 4.2859 3.5540 -0.1 0.0 0.0
C -3.2635 4.5813 2.0939 0.0 0.0 0.1
N -2.2377 4.2316 1.1394 -0.1 0.0 -0.2
C -1.4724 5.0449 0.3336 0.0 0.0 -0.1
C -0.6230 4.2151 -0.3410 0.0 0.1 0.2
N -0.8461 2.9218 0.0579 0.3 0.0 0.0
C -1.8272 2.9738 0.9257 -0.2 -0.2 0.0
O -2.9658 2.8660 3.7331 0.1 0.0 -0.1
C -1.8060 2.1433 4.1652 0.0 0.0 0.1
C -2.0715 0.6745 4.0436 -0.1 0.0 0.0
C -1.7426 -0.2516 4.9826 0.0 0.0 0.0
Cl -1.0547 0.0432 6.5325 0.0 0.0 0.1
S -2.0389 -1.8679 4.4749 0.0 0.1 0.1
C -2.6390 -1.3158 2.9651 -0.2 -0.2 0.6
C -2.6046 0.0351 2.8776 0.0 0.2 0.2
C -1.6482 5.7764 5.1872 0.0 0.0 0.0
Cl -3.1235 6.0809 6.0740 0.0 0.0 0.0
C -0.5087 6.3945 5.6760 0.0 0.0 0.0
H 1.7114 5.1449 3.4337 0.0 0.0 0.0
H -0.2670 4.0904 2.6061 0.0 0.0 0.0
H -3.7273 4.6977 4.1244 0.0 -0.1 0.0
H -3.5350 5.6282 1.9566 0.1 0.0 0.1
H -4.1454 3.9731 1.8852 0.0 0.1 0.0
H -1.5976 6.1131 0.3258 0.0 0.0 0.0
H 0.1300 4.4619 -1.0646 0.1 0.0 0.0
H -2.2581 2.1214 1.4112 0.0 0.1 0.0
H -1.5663 2.4012 5.2006 0.0 0.0 0.0
H -0.9311 2.3595 3.5446 0.0 0.0 0.0
H -2.9587 -2.0161 2.2093 -0.1 0.1 0.2
H -2.9304 0.5616 1.9968 -0.1 -0.2 0.1
H -0.5602 7.0243 6.5515 0.0 0.0 0.0
Se 1.4557 1.8732 2.1115 0.1 0.0 -0.2
C 2.6848 -0.6408 -1.5361 0.0 0.1 0.0
Si 1.7400 1.0290 -1.4503 0.2 0.0 0.1
C 0.7523 1.0335 -3.1343 0.0 0.0 0.0
C -0.3257 -0.0572 -3.0445 0.0 0.0 0.0
C 1.6005 0.7175 -4.3732 0.0 0.0 0.0
C 0.0438 2.3701 -3.3648 0.0 0.0 0.0
C 3.2059 2.3196 -1.4453 0.0 0.0 0.0
C 2.7579 3.7320 -1.0701 0.0 0.0 0.0
C 3.9416 2.4063 -2.7880 0.0 0.0 0.0
C 4.2295 1.8637 -0.3945 0.0 0.0 0.0
H 3.3880 -0.6517 -2.3731 0.0 0.0 0.0
H 2.0013 -1.4832 -1.6757 0.0 0.0 0.0
H 3.2784 -0.8194 -0.6356 0.0 0.0 0.0
H 0.1099 -1.0564 -2.9715 0.0 0.0 0.0
H -0.9431 -0.0360 -3.9523 0.0 0.0 0.0
H -0.9884 0.0838 -2.1890 0.0 0.0 0.0
H 2.1857 -0.1960 -4.2512 0.0 0.0 0.0
H 2.2844 1.5227 -4.6350 0.0 0.0 0.0
H 0.9366 0.5621 -5.2338 0.0 0.0 0.0
H -0.6559 2.5912 -2.5571 0.0 0.0 0.0
H -0.5309 2.3358 -4.2998 0.0 0.0 0.0
H 0.7522 3.2004 -3.4474 0.0 0.0 0.0
H 2.1035 4.1604 -1.8355 0.0 0.0 0.0
H 3.6337 4.3900 -0.9947 0.0 0.0 0.0
H 2.2409 3.7389 -0.1081 0.0 0.0 0.0
H 3.3518 2.9337 -3.5412 0.0 0.0 0.0
H 4.2037 1.4257 -3.1914 0.0 0.0 0.0
H 4.8755 2.9677 -2.6572 0.0 0.0 0.0
H 3.7679 1.7131 0.5836 0.0 0.0 0.0
H 5.0047 2.6334 -0.2891 0.0 0.0 0.0
H 4.7301 0.9402 -0.6931 0.0 0.0 0.0